# C41H64Br6O21S

A molecular structure, C41H64Br6O21S (the ωB97M-V functional and the def2-TZVPD basis, the Open Molecules 2025 dataset).

```
133
Properties=species:S:1:pos:R:3
O -2.7389 -1.0297 -4.0493
C -3.7341 -1.4329 -3.4834
O -3.7717 -2.6245 -2.8674
C -5.0410 -2.8875 -2.3732
C -6.0015 -1.9483 -3.0938
C -5.0850 -0.7542 -3.3855
H -5.0156 -2.6383 -1.3058
H -5.3782 -3.9241 -2.3712
H -6.8362 -1.7137 -2.4344
H -6.4008 -2.3688 -4.0172
H -5.0907 -0.1216 -2.4979
H -5.1863 -0.2275 -4.3305
O 5.5416 -1.4886 -2.4581
C 5.2122 -1.2624 -1.3120
O 3.9019 -1.3618 -0.9823
C 3.6487 -1.1510 0.4337
C 5.0058 -1.3773 1.0278
C 6.0485 -1.0629 -0.0457
H 2.9237 -1.8948 0.7507
H 3.2302 -0.1531 0.5619
H 5.1430 -2.4107 1.3486
H 5.1356 -0.7444 1.9054
H 6.9593 -1.6529 -0.0147
H 6.2643 0.0087 -0.0127
O 0.5234 1.5603 0.6693
C -0.0535 0.8346 -0.0867
O -1.4256 0.6803 -0.0343
C -1.8897 -0.2266 -1.0560
C -0.6234 -1.0287 -1.3666
C 0.4726 0.0275 -1.2463
H -2.1414 0.5130 -1.8142
H -2.6950 -0.8587 -0.6869
H -0.7561 -1.6115 -2.2787
H -0.4455 -1.7746 -0.5854
H 0.4854 0.5264 -2.2171
H 1.4468 -0.3768 -0.9761
O -3.7790 2.0035 -2.8168
C -2.7420 2.3465 -3.3061
O -1.7779 2.9065 -2.5260
C -0.5912 3.1781 -3.3013
C -0.9370 2.8756 -4.7791
C -2.2757 2.1927 -4.7308
H 0.2040 2.4824 -3.0325
H -0.2017 4.1909 -3.2303
H -0.2183 2.3071 -5.3670
H -1.0078 3.8247 -5.3147
H -2.2609 1.1289 -4.9671
H -3.1001 2.6587 -5.2737
O 1.7670 5.9445 1.2162
C 0.7409 5.3139 1.1217
O 0.1695 4.7607 2.1863
C -0.9322 3.9497 1.8499
C -1.3766 4.3993 0.4384
C -0.0484 4.9141 -0.1437
H -1.7883 4.1704 2.4820
H -0.5881 2.9161 1.8236
H -2.1658 5.1367 0.5616
H -1.6679 3.4792 -0.0627
H -0.1255 5.8430 -0.7088
H 0.5441 4.1839 -0.6941
O -3.3249 2.4541 3.4577
C -3.8942 1.9594 2.4992
O -3.8931 2.5975 1.3232
C -4.5092 1.7547 0.3143
C -5.3964 0.7944 1.1199
C -4.5904 0.6565 2.4317
H -3.6611 1.3133 -0.2128
H -5.0042 2.2763 -0.5035
H -5.5193 -0.1464 0.5865
H -6.3138 1.3568 1.2904
H -3.8691 -0.1589 2.3595
H -5.2310 0.5223 3.3011
O 1.9795 0.9719 -4.1635
C 2.8620 1.5659 -3.5813
O 2.6520 2.2877 -2.4779
C 3.8844 2.6576 -1.8030
C 4.9746 2.3085 -2.8027
C 4.2684 1.7156 -3.9950
H 4.0037 2.0112 -0.9367
H 3.8356 3.7183 -1.5689
H 5.6437 1.5673 -2.3677
H 5.5367 3.1817 -3.1296
H 4.6952 0.7602 -4.2944
H 4.2618 2.4663 -4.7867
O 5.7912 2.8094 0.5998
C 4.9153 2.7670 1.4258
O 4.4790 1.5825 1.9407
C 3.4188 1.7799 2.9058
C 2.8402 3.0284 2.3074
C 4.0892 3.8564 2.1007
H 3.8816 1.9200 3.8841
H 2.8007 0.8827 2.8933
H 2.2481 3.4156 3.1443
H 2.1578 2.9167 1.4698
H 4.7500 4.1448 2.9209
H 3.9186 4.7316 1.4772
O 1.1676 -0.6333 2.6183
C 0.1322 -0.7856 3.2388
O -0.2937 -2.0077 3.5822
C -1.5305 -1.9194 4.2427
C -1.6221 -0.4607 4.7224
C -0.7594 0.2892 3.7183
H -1.6575 -2.5641 5.1101
H -2.4085 -2.0374 3.6056
H -1.2432 -0.4631 5.7457
H -2.6588 -0.1273 4.7447
H -0.2125 1.1800 4.0162
H -1.3997 0.5870 2.8827
O 3.1005 -3.9303 2.0799
S 2.3587 -4.9584 1.4166
O 2.9648 -5.7980 0.4282
O 1.5954 -5.9411 2.4871
C 1.2215 -5.4758 3.7851
C 0.2068 -6.4787 4.3495
C 0.8689 -4.1946 0.7095
H 0.8213 -4.4668 3.9144
H 2.1393 -5.4153 4.3744
H 0.7315 -7.4205 4.5086
H -0.5478 -6.6384 3.5823
H -0.1928 -6.0961 5.2875
H 1.2313 -3.6806 -0.1818
H 0.5668 -3.4318 1.4267
H 0.1882 -5.0378 0.6336
C -3.9786 -4.4556 2.0192
Br -2.6899 -5.0100 3.3306
Br -4.7270 -5.7908 0.8529
Br -2.9841 -3.0648 0.9733
H -4.8678 -4.0960 2.5257
C 1.6554 -2.5709 -4.0477
Br 0.3172 -2.4917 -5.4810
Br 3.5100 -2.3099 -4.7431
Br 1.3029 -4.1564 -2.9478
H 1.5385 -1.7244 -3.3802
```

HOMO-LUMO gap ... 8.36 eV
Charge ... 0
LUMO ... -0.036 Ha
E_tot ... -19023.02679 Eh